# 1
67
Properties=species:S:1:pos:R:3:forces:R:3 method="wB97M-V/def2-TZVPD" e_lumo_ev=1.558 charge=-1 fmax_ev_per_a=0.9 orbital_gap_ev=5.67
C -4.863 -1.557 0.932 -0.09 -0.02 -0.05
H -5.391 0.594 2.545 0.22 -0.16 0.06
S -4.731 1.142 0.388 -0.46 0.04 -0.34
C -1.687 0.710 0.786 0.56 0.08 0.55
H 0.360 0.637 -2.424 -0.05 -0.03 0.01
C -4.951 1.796 5.877 -0.15 -0.08 0.05
H -3.473 1.629 8.948 0.00 0.01 0.01
C -3.739 2.058 7.983 0.00 -0.02 -0.03
C 0.912 0.188 -1.599 0.20 0.14 0.01
H 8.480 -2.068 -7.085 0.00 -0.02 0.01
C -2.538 -0.530 0.797 -0.40 0.78 -0.18
S 6.116 -2.125 -5.337 0.04 0.07 0.04
C 6.235 -0.595 -6.280 0.09 0.16 -0.06
H -4.114 0.136 -1.823 0.04 0.00 -0.04
O -2.846 0.626 4.814 0.15 0.01 -0.04
O -0.664 -1.802 -2.352 -0.07 -0.07 0.11
H -1.062 0.482 2.769 0.44 -0.37 -0.09
O -3.934 2.204 -0.202 0.31 -0.05 0.05
H 8.076 -1.867 -4.052 -0.03 0.00 0.01
H -1.942 2.937 7.064 0.03 -0.01 -0.06
S -3.239 1.894 5.361 -0.05 0.12 0.16
H 2.351 -0.414 -3.891 -0.03 0.00 0.01
H 2.568 -2.729 -1.931 -0.05 0.01 0.05
O 5.422 -1.882 -4.098 0.14 -0.16 -0.10
H -1.693 1.410 -0.042 0.19 -0.49 -0.43
C 1.969 -2.077 -2.564 0.18 0.10 -0.11
H -5.403 2.340 2.194 0.19 0.13 -0.01
H -5.477 1.137 5.189 0.06 0.01 -0.06
H -4.054 3.090 8.156 -0.01 0.00 -0.02
H -1.915 1.160 7.175 -0.02 -0.03 -0.07
C 7.718 -0.208 -6.277 0.00 -0.03 0.02
H 7.929 0.439 -5.423 0.00 -0.01 0.01
C 7.872 -2.302 -5.030 0.16 0.03 -0.03
H 9.578 -1.307 -5.934 0.00 0.00 -0.01
O -4.783 -1.466 2.182 -0.04 0.06 0.00
H 5.597 0.146 -5.804 -0.05 -0.05 0.01
H 0.012 1.582 1.720 -0.37 0.57 0.19
C -4.823 1.417 2.122 -0.45 0.23 0.09
O 5.690 -3.182 -6.216 -0.03 -0.02 0.01
H -3.838 1.522 2.560 0.09 -0.05 -0.04
H 5.867 -0.810 -7.281 -0.01 -0.07 0.02
H -5.829 1.425 7.828 0.00 -0.01 0.00
C -4.881 1.282 7.310 0.06 -0.01 0.00
C -3.942 -0.468 0.156 -0.03 -0.65 0.17
H 0.581 0.609 -0.652 -0.07 -0.07 0.01
C 8.530 -1.505 -6.151 -0.05 0.01 -0.03
H 2.737 1.243 -2.121 0.01 0.00 0.01
H -5.364 2.803 5.829 0.02 0.01 -0.03
O -3.014 3.123 4.644 0.06 -0.03 -0.04
H 3.781 -0.981 -3.042 -0.09 0.03 0.02
H -1.970 -1.272 0.225 -0.12 -0.16 0.06
O -6.084 1.051 -0.113 -0.08 -0.07 0.12
O 0.684 -2.066 -0.255 -0.02 -0.08 -0.01
C 2.418 0.241 -1.834 -0.02 -0.07 -0.04
S 0.539 -1.560 -1.595 -0.04 0.06 -0.15
H 8.118 -3.361 -5.028 -0.08 -0.02 0.01
H 1.612 -2.628 -3.430 -0.05 -0.04 0.04
H -2.617 -0.889 1.821 -0.09 -0.04 0.00
H -3.039 -1.088 -1.572 0.04 0.07 -0.05
H 7.977 0.345 -7.179 0.00 0.01 0.00
C 2.718 -0.791 -2.933 -0.09 0.09 0.11
O -5.499 -2.340 0.232 0.09 0.02 0.01
C -2.545 2.034 7.023 -0.05 0.03 0.20
H 2.945 -0.030 -0.916 -0.01 0.01 0.01
C -0.867 0.953 1.811 -0.18 -0.12 -0.14
N -3.926 -0.698 -1.283 0.07 0.26 0.04
H -4.657 0.214 7.308 -0.01 0.00 -0.02

=====

# 2
63
Properties=species:S:1:pos:R:3:forces:R:3 method="wB97M-V/def2-TZVPD" spin_multiplicity=5 e_lumo_ev="-11.415 / -14.897" charge=+4 fmax_ev_per_a=0.7 orbital_gap_ev="7.88 / 4.37"
H 3.423 -0.041 -1.740 -0.01 0.02 -0.03
H 3.409 1.869 -0.173 -0.01 0.01 -0.04
H -2.318 -2.527 2.986 -0.04 0.03 -0.01
C -6.048 2.104 0.182 0.21 -0.01 0.00
H 2.136 -1.249 -1.637 0.03 -0.01 -0.01
H -1.720 -1.925 1.499 -0.04 0.06 -0.01
C 2.401 1.617 0.169 0.09 -0.06 -0.09
H 2.478 -4.220 1.328 0.01 0.00 0.01
H -7.969 -0.661 -0.184 -0.01 0.01 0.01
H 2.762 -0.450 1.851 0.01 0.00 0.02
C -7.224 1.370 0.137 -0.10 -0.10 -0.01
N -0.015 2.083 -0.154 -0.24 -0.13 0.44
C 0.712 0.616 4.651 -0.01 -0.03 0.07
H 1.655 -5.757 1.672 0.02 0.01 0.04
C 2.370 -0.196 -1.488 0.08 0.08 0.08
H 1.349 1.309 5.183 0.00 0.00 0.00
H 0.959 -5.207 -2.556 0.00 -0.01 -0.01
C -0.521 2.868 1.001 0.09 0.14 -0.18
C -7.121 0.008 -0.099 0.01 0.08 0.01
C -0.916 -1.133 4.602 0.01 -0.02 0.05
N -5.902 -0.522 -0.250 0.02 -0.03 -0.08
H 0.202 2.855 1.811 -0.01 -0.01 0.03
H 1.599 -6.427 -1.418 0.02 -0.01 -0.01
C -1.156 -5.526 0.021 -0.06 0.03 -0.02
H 2.493 -4.906 -1.676 0.01 0.00 -0.02
N 2.139 0.173 -0.074 -0.12 -0.09 0.19
As 0.519 -4.621 -0.169 0.05 0.00 -0.02
H -1.468 2.452 1.341 0.00 -0.01 0.02
H -0.679 3.906 0.696 0.01 0.01 0.01
H -0.668 1.567 -2.108 -0.02 0.00 -0.01
C 0.714 0.589 3.290 -0.07 -0.12 -0.10
H 0.939 -4.227 2.257 0.01 0.00 0.01
H 1.354 1.255 2.737 0.01 0.04 -0.02
S -0.008 -2.497 -0.693 -0.08 -0.31 0.05
H 2.764 -1.718 0.603 -0.01 -0.01 0.02
H -1.650 -5.203 0.934 -0.02 -0.01 0.00
H -0.900 -6.586 0.090 -0.04 -0.01 0.02
C 1.505 -5.359 -1.627 0.04 0.05 -0.08
H 4.032 -0.481 0.610 0.01 -0.01 0.00
H -0.872 3.274 -1.679 -0.01 0.00 -0.02
C -0.137 -0.272 5.327 0.02 0.03 0.02
Pd -0.023 -0.048 0.433 0.48 0.13 -0.51
H -0.178 -0.280 6.409 0.01 0.01 0.00
C -4.773 0.238 -0.157 0.24 0.15 -0.14
H 1.758 0.402 -2.159 -0.03 -0.03 -0.01
H 2.388 1.783 1.243 0.03 0.01 0.03
C 2.974 -0.669 0.808 0.06 0.12 -0.10
C 1.376 2.480 -0.525 -0.13 0.07 -0.09
H -5.814 -1.511 -0.472 0.02 -0.01 0.03
H -8.194 1.833 0.265 0.01 0.01 -0.02
H -1.580 -1.831 5.096 0.01 -0.01 -0.02
C -0.939 2.250 -1.301 0.14 0.08 0.01
N -1.604 -2.019 2.490 0.11 -0.04 0.07
N -4.836 1.533 0.055 -0.20 0.07 0.06
H -1.777 -5.359 -0.856 -0.01 -0.01 -0.01
N -0.054 -0.258 2.545 -0.03 0.12 0.32
H 1.468 2.412 -1.608 0.03 -0.02 -0.01
C 1.509 -4.696 1.458 0.03 0.02 0.06
C -0.856 -1.115 3.202 -0.07 -0.08 -0.14
S -3.220 -0.513 -0.397 -0.51 -0.19 0.13
H -1.958 2.067 -0.971 -0.02 -0.01 -0.01
H -6.060 3.178 0.326 0.00 -0.01 0.02
H 1.537 3.528 -0.266 0.00 0.01 0.00

=====

# 3
84
Properties=species:S:1:pos:R:3:forces:R:3 method="wB97M-V/def2-TZVPD" e_lumo_ev=1.730 charge=-1 fmax_ev_per_a=0.9 orbital_gap_ev=7.38
H 4.947 -2.689 5.569 0.12 -0.05 0.16
H -2.326 -4.885 -2.007 0.11 0.13 0.25
C 4.137 -2.334 6.198 -0.33 -0.07 -0.12
H 4.037 -1.699 0.634 -0.02 -0.17 0.15
C 0.227 -0.793 -1.469 0.54 -0.09 0.36
H 3.115 0.054 -0.294 -0.11 0.09 -0.07
H 2.950 -3.292 -1.292 -0.11 0.03 -0.12
H -4.252 4.600 -3.275 0.01 0.12 0.02
H -3.984 1.242 -0.034 -0.01 0.07 -0.17
H 4.994 -0.346 6.238 -0.01 0.00 -0.03
C -3.163 4.529 -3.329 -0.50 -0.08 0.16
C -2.730 3.087 -3.340 0.51 -0.12 0.19
H 1.273 -0.889 0.243 0.10 0.01 0.08
S -4.405 4.613 0.072 0.25 -0.51 0.16
O -4.951 -6.904 0.671 -0.11 -0.07 0.09
H -4.516 -3.847 -2.163 0.03 0.00 0.00
H 4.692 -0.824 -1.596 0.09 0.04 -0.16
H -2.622 2.264 0.453 -0.02 -0.07 -0.08
H 2.579 3.882 2.096 0.21 -0.04 -0.05
O 4.403 -2.666 7.573 0.15 0.15 0.00
O 3.323 -0.533 7.434 -0.12 -0.19 -0.04
O -5.187 -4.481 1.065 -0.01 0.03 0.17
C 3.856 -2.707 -1.148 0.22 0.17 0.19
O -1.561 0.755 -1.378 -0.57 0.10 -0.26
H 2.433 0.416 -1.828 0.00 0.07 -0.05
O 3.545 2.059 1.902 0.33 0.02 0.33
H -3.029 -6.516 -1.875 -0.02 0.01 -0.01
O -5.717 5.013 -0.287 -0.06 0.15 -0.09
H -5.507 2.352 1.539 0.01 -0.01 0.01
O 2.462 1.082 3.798 -0.04 -0.05 -0.06
H -4.737 -5.317 -3.143 -0.13 -0.10 0.06
O 4.814 0.518 3.319 0.14 -0.20 -0.03
S -4.786 -5.562 0.242 0.13 0.01 -0.25
H -0.533 -1.451 -1.063 -0.15 0.07 0.07
H 4.687 -3.201 -1.654 -0.10 -0.28 -0.05
N 1.450 -1.097 -0.727 -0.11 -0.20 -0.53
O 0.460 1.504 -0.801 0.51 0.52 0.38
H -4.004 2.260 2.490 0.07 0.18 0.05
H -1.027 0.298 -3.702 -0.10 -0.05 0.01
C -0.328 0.640 -1.206 -0.20 -0.20 -0.05
H -1.670 2.983 -3.109 -0.01 -0.08 0.01
H 1.398 -1.481 -3.200 0.09 -0.14 0.11
C -3.705 2.225 0.329 0.37 -0.03 0.41
H 1.154 1.306 -5.070 -0.19 0.29 -0.02
H 1.135 2.654 4.039 -0.04 -0.19 0.00
N 4.161 -2.645 0.297 0.04 -0.13 -0.35
O 2.422 -2.209 8.970 -0.10 0.02 0.13
S 3.549 0.684 2.696 -0.44 0.75 -0.25
C -3.168 -5.459 -1.638 0.00 -0.32 -0.23
C -0.047 -0.092 -3.937 0.37 -0.39 -0.71
C 4.016 -0.826 6.207 0.40 0.02 -0.08
H 5.127 -2.906 0.440 0.05 0.13 0.12
H 1.987 0.583 -3.734 0.09 0.12 0.10
C -4.456 2.643 1.580 -0.25 -0.20 -0.15
C 2.158 2.486 3.718 0.16 0.30 0.05
H 1.548 2.507 1.627 0.00 -0.01 -0.06
O -4.384 4.085 1.578 0.13 -0.09 -0.08
Br -0.669 -2.855 -3.215 0.14 -0.05 -0.03
S -2.808 3.886 -5.696 0.14 -0.08 0.26
H 2.845 3.027 4.371 0.00 -0.01 0.00
C 0.386 -1.185 -2.956 -0.81 0.21 -0.07
H 0.763 1.843 -3.410 0.18 0.06 0.12
H 3.453 -0.448 5.363 -0.19 0.09 0.17
C 2.661 -0.413 -1.165 0.20 -0.09 0.30
Br -0.229 -0.840 -5.789 -0.02 0.11 0.29
C 3.736 -1.328 -1.779 0.18 0.25 0.08
O -4.090 3.225 -0.636 -0.39 0.14 0.04
O 2.984 -0.322 1.877 0.09 -0.41 0.38
O 4.586 -1.132 9.466 0.05 -0.04 0.16
H -2.710 5.079 -2.511 0.10 0.22 -0.20
H 3.203 -2.813 5.898 0.00 0.02 -0.01
O -1.551 3.814 -6.350 0.04 0.14 -0.21
O -2.734 5.051 -4.603 0.15 -0.24 0.08
O -2.958 2.660 -4.699 -0.23 0.18 -0.10
O -4.009 4.014 -6.444 -0.05 -0.03 -0.14
C 1.029 0.998 -4.039 -0.23 -0.27 -0.01
C 2.380 2.828 2.258 -0.54 -0.09 -0.18
H 3.657 -1.399 -2.867 -0.23 -0.18 -0.05
O -3.277 -5.323 -0.211 -0.10 0.21 -0.03
O -5.455 -5.418 -1.202 0.07 -0.15 -0.02
C -4.490 -4.937 -2.155 0.08 0.31 -0.02
H -3.300 2.470 -2.658 0.02 -0.15 -0.22
S 3.646 -1.642 8.535 0.05 0.02 -0.28
O -3.297 5.482 -0.102 -0.04 0.35 0.00

=====

- Which of these has the highest charge?
  C18H35AsN6PdS2

=====

- Which of these has the highest charge?
  C18H35AsN6PdS2